[1]
Computed, not measured: a cluster of 7 separate species, C15H48N9O7 in total in a non-equilibrium geometry, with ωB97M-V/def2-TZVPD.

Values from the calculation:
LUMO level	-4.14	eV
relative energy (zero: lowest compared OMol25 entry of this formula, charge and spin)	0.7091	eV
net charge	+1
multiplicity	1
HOMO	-0.3761	Eh
total energy	-44065.7311	eV

Last columns: bonded neighbours and bond lengths (Å).
Geometry (Å):
1 C -6.21 -11.62 1.40  H43 1.090, H57 1.090, O68 1.388, H72 1.090
2 O -1.07 3.80 -1.73  C46 1.198
3 H 2.22 6.93 3.16  C60 1.090
4 H 0.37 5.33 4.15  C63 1.090
5 H 4.39 4.34 -4.18  C55 1.090
6 O -3.71 -0.52 2.23  C25 1.208
7 H -1.80 6.15 -1.99  N65 1.010
8 H -5.93 -1.20 3.25  N13 1.010
9 H -2.34 -9.52 0.50  N73 1.010
10 H 6.03 1.12 -3.89  N35 1.010
11 C 0.54 -3.15 -3.97  O15 1.186, N31 1.286, N74 1.280
12 H 1.44 4.73 2.38  N30 1.010
13 N -5.92 -0.49 2.53  H8 1.010, H21 1.010, C25 1.296
14 H 1.33 -0.36 0.05  O37 0.960
15 O 0.94 -2.09 -3.61  C11 1.186
16 H 7.91 2.00 -2.90  C64 1.090
17 H 0.92 0.81 1.10  O37 0.960
18 C 2.47 4.96 4.07  N30 1.468, C60 1.532, C63 1.518, H69 1.090
19 C -3.80 -8.93 1.83  H27 1.090, C38 1.595, C50 1.582, N73 1.421
20 H -3.49 -7.36 0.30  C38 1.090
21 H -6.79 -0.18 2.13  N13 1.010
22 H 5.86 4.88 -4.72  C55 1.090
23 H 4.62 1.78 -3.86  N35 1.010
24 H 0.33 -0.55 1.31  O37 0.960
25 C -4.81 -0.09 1.99  O6 1.208, N13 1.296, N34 1.253
26 H -0.55 -4.27 -5.17  N31 1.010
27 H -3.81 -8.89 2.92  C19 1.090
28 C -0.45 3.49 5.90  H32 1.090, O41 1.391, H45 1.090, H78 1.090
29 H -0.87 -2.53 -5.19  N31 1.010
30 N 2.28 4.31 2.76  H12 1.010, C18 1.468, H62 1.010
31 N -0.30 -3.32 -4.92  C11 1.286, H26 1.010, H29 1.010
32 H -0.46 4.03 6.85  C28 1.090
33 H -5.94 1.21 1.12  N34 1.010
34 N -5.00 1.01 1.42  C25 1.253, H33 1.010, H76 1.010
35 N 5.57 1.97 -4.18  H10 1.010, H23 1.010, C48 1.472
36 H 8.07 3.58 -2.29  C64 1.090
37 O 1.12 -0.12 0.96  H14 0.960, H17 0.960, H24 0.960
38 C -3.61 -7.41 1.38  C19 1.595, H20 1.090, H52 1.090, H61 1.090
39 H -5.82 -8.83 1.14  C50 1.090
40 H -4.86 -9.90 0.16  C50 1.090
41 O 0.70 3.51 5.12  C28 1.391, C63 1.484
42 H 1.11 5.61 5.60  C63 1.090
43 H -5.67 -12.06 0.57  C1 1.090
44 O 5.33 5.47 -2.74  C55 1.462, C58 1.466
45 H -1.14 4.00 5.23  C28 1.090
46 C -1.20 4.38 -2.77  O2 1.198, N65 1.313, N70 1.283
47 H -1.42 4.55 -4.78  N70 1.010
48 C 5.99 3.05 -3.27  N35 1.472, H53 1.090, C55 1.638, C64 1.593
49 H 8.10 3.33 -3.99  C64 1.090
50 C -5.07 -9.62 1.19  C19 1.582, H39 1.090, H40 1.090, O68 1.405
51 H 5.36 7.17 -4.06  C58 1.090
52 H -4.49 -6.82 1.61  C38 1.090
53 H 5.57 2.75 -2.32  C48 1.090
54 H -1.20 2.96 -4.12  N70 1.010
55 C 5.41 4.48 -3.81  H5 1.090, H22 1.090, O44 1.462, C48 1.638
56 H 2.87 7.10 4.67  C60 1.090
57 H -6.45 -12.43 2.10  C1 1.090
58 C 4.80 6.75 -3.23  O44 1.466, H51 1.090, H66 1.090, H67 1.090
59 H -1.67 6.12 -3.69  N65 1.010
60 C 2.90 6.41 3.83  H3 1.090, C18 1.532, H56 1.090, H77 1.090
61 H -2.79 -6.98 1.97  C38 1.090
62 H 3.04 4.51 2.13  N30 1.010
63 C 1.13 4.89 4.78  H4 1.090, C18 1.518, O41 1.484, H42 1.090
64 C 7.57 3.02 -3.09  H16 1.090, H36 1.090, C48 1.593, H49 1.090
65 N -1.49 5.66 -2.81  H7 1.010, C46 1.313, H59 1.010
66 H 4.80 7.52 -2.45  C58 1.090
67 H 3.78 6.58 -3.57  C58 1.090
68 O -5.59 -10.58 2.08  C1 1.388, C50 1.405
69 H 3.15 4.37 4.68  C18 1.090
70 N -1.23 3.96 -3.98  C46 1.283, H47 1.010, H54 1.010
71 H -2.99 -10.64 1.30  N73 1.010
72 H -7.09 -11.17 0.94  C1 1.090
73 N -2.67 -9.69 1.44  H9 1.010, C19 1.421, H71 1.010
74 N 0.87 -4.24 -3.38  C11 1.280, H75 1.010, H79 1.010
75 H 0.22 -5.00 -3.53  N74 1.010
76 H -4.12 1.39 1.09  N34 1.010
77 H 3.94 6.45 3.51  C60 1.090
78 H -0.86 2.49 6.04  C28 1.090
79 H 1.58 -4.35 -2.67  N74 1.010

These are the Löwdin partial charges, in e, on atoms 1 to 5:
1. C -0.130
2. O 0.036
3. H 0.080
4. H 0.116
5. H 0.098

=====

[2]
Computed, not measured: a cluster of 11 separate species, C15H48O11 in total in a non-equilibrium geometry, with ωB97M-V/def2-TZVPD.

Values from the calculation:
LUMO level (alpha / beta)	-4.88 / -9.00	eV
net charge	+1
multiplicity	2
HOMO (alpha / beta)	-0.4168 / -0.4168	Eh
total energy	-38841.8560	eV

Last columns: bonded neighbours and bond lengths (Å).
Geometry (Å):
1 H -13.12 11.97 -9.04  C70 1.090
2 H -11.32 12.41 0.01  C31 1.090
3 H -13.82 18.99 -6.60  C54 1.090
4 C -14.51 13.37 -8.34  O27 1.234, C35 1.494, C70 1.510
5 H -14.32 15.74 2.46  C34 1.090
6 C -13.51 11.19 -0.22  H24 1.090, C30 1.537, H49 1.090, H56 1.090
7 O -16.86 17.03 -4.41  H20 0.960, C74 1.421
8 H -17.47 11.31 -2.41  C14 1.090
9 C -10.88 12.95 -2.92  H12 1.090, O16 1.426, H17 1.090, H66 1.090
10 H -14.86 13.92 -2.39  O29 0.960
11 C -14.91 10.95 -5.31  H42 1.090, O43 1.424, H63 1.090, H64 1.090
12 H -10.38 12.08 -2.48  C9 1.090
13 H -16.28 17.90 -5.81  O21 0.960
14 C -16.60 11.74 -1.90  H8 1.090, H32 1.090, O71 1.376, H72 1.090
15 H -18.20 16.75 -2.91  C74 1.090
16 O -12.01 12.58 -3.69  C9 1.426, H44 0.960
17 H -10.08 13.52 -3.40  C9 1.090
18 H -11.40 14.27 -8.03  C67 1.090
19 H -14.37 18.16 -1.36  C48 1.090
20 H -17.51 16.64 -4.99  O7 0.960
21 O -15.73 18.20 -6.54  H13 0.960, C54 1.433
22 H -18.23 18.31 -3.56  C74 1.090
23 H -14.53 11.33 -8.07  C70 1.090
24 H -14.49 10.74 -0.04  C6 1.090
25 C -14.26 14.88 -3.84  H26 1.090, O29 1.395, H47 1.090, H58 1.090
26 H -15.28 15.26 -3.85  C25 1.090
27 O -14.01 13.80 -7.29  C4 1.234
28 H -15.39 9.04 -5.30  O43 0.960
29 O -14.02 14.36 -2.56  H10 0.960, C25 1.395
30 C -12.45 10.80 0.82  C6 1.537, C31 1.542, O57 1.190
31 C -11.11 11.54 0.62  H2 1.090, C30 1.542, H37 1.090, H39 1.090
32 H -16.41 11.24 -0.95  C14 1.090
33 O -12.75 16.73 -1.58  H41 0.960, C48 1.449
34 C -13.82 14.94 1.91  H5 1.090, H51 1.090, O55 1.397, H61 1.090
35 C -15.31 14.31 -9.18  C4 1.494, H53 1.090, H65 1.090, H73 1.090
36 H -11.50 13.48 -6.51  C67 1.090
37 H -10.37 10.84 0.22  C31 1.090
38 H -13.53 18.08 -2.94  C48 1.090
39 H -10.74 11.70 1.63  C31 1.090
40 H -14.68 19.41 -5.15  C54 1.090
41 H -13.01 16.00 -2.15  O33 0.960
42 H -15.45 11.89 -5.45  C11 1.090
43 O -15.82 9.87 -5.53  C11 1.424, H28 0.960
44 H -12.69 13.25 -3.60  O16 0.960
45 H -14.19 17.70 -5.38  C54 1.090
46 O -11.82 15.53 -6.49  H50 0.960, C67 1.397
47 H -13.54 15.62 -4.19  C25 1.090
48 C -13.41 17.99 -1.86  H19 1.090, O33 1.449, H38 1.090, H59 1.090
49 H -13.52 12.28 -0.26  C6 1.090
50 H -12.76 15.35 -6.37  O46 0.960
51 H -12.74 14.98 2.09  C34 1.090
52 H -14.70 12.00 -9.84  C70 1.090
53 H -16.36 14.04 -9.23  C35 1.090
54 C -14.53 18.61 -5.87  H3 1.090, O21 1.433, H40 1.090, H45 1.090
55 O -14.28 14.74 0.61  C34 1.397, H60 0.960
56 H -13.18 10.76 -1.17  C6 1.090
57 O -12.63 10.01 1.69  C30 1.190
58 H -14.33 14.03 -4.51  C25 1.090
59 H -12.69 18.77 -1.65  C48 1.090
60 H -13.70 15.21 0.00  O55 0.960
61 H -14.09 14.01 2.41  C34 1.090
62 H -16.79 17.84 -2.51  C74 1.090
63 H -14.08 10.99 -6.01  C11 1.090
64 H -14.56 11.06 -4.29  C11 1.090
65 H -14.92 14.35 -10.20  C35 1.090
66 H -11.22 13.60 -2.11  C9 1.090
67 C -11.16 14.40 -6.98  H18 1.090, H36 1.090, O46 1.397, H68 1.090
68 H -10.08 14.45 -6.84  C67 1.090
69 H -17.10 13.35 -1.10  O71 0.960
70 C -14.20 12.00 -8.87  H1 1.090, C4 1.510, H23 1.090, H52 1.090
71 O -16.68 13.11 -1.92  C14 1.376, H69 0.960
72 H -15.73 11.49 -2.51  C14 1.090
73 H -15.31 15.31 -8.74  C35 1.090
74 C -17.52 17.54 -3.26  O7 1.421, H15 1.090, H22 1.090, H62 1.090

These are the Löwdin partial charges, in e, on atoms 1 to 5:
1. H 0.097
2. H 0.092
3. H 0.084
4. C -0.462
5. H 0.085

=====

> Look up the net charge of the first one.

+1

=====

> Which formula does entry 2 have?

C15H48O11